# 1
19
Properties=species:S:1:pos:R:3 method="wB97M-V/def2-TZVPD" relative_energy_kj_mol=362.8 e_lumo_ev=0.67 spin_multiplicity=1
C 1.30267 -0.52724 -0.71210
C 1.78931 0.82031 -0.99427
C -0.46192 1.39345 -0.29492
N 0.80626 0.80034 0.10434
N -0.75894 -1.23320 1.08028
C -1.81734 -0.26662 1.06680
C -1.69256 0.87144 0.39348
O 2.13180 -1.28692 0.11015
O 0.32817 -1.19819 -1.30438
H 1.67941 -2.12053 0.29396
H -0.38582 -1.44614 -0.33527
H 1.48842 1.26092 -1.94114
H 2.80090 1.05968 -0.68833
H 0.10464 -0.71586 1.31341
H -0.89896 -1.95795 1.77324
H -0.39740 2.47488 -0.11219
H -0.65076 1.27046 -1.37692
H -2.76742 -0.62000 1.44241
H -2.60047 1.42118 0.18142

# 2
82
Properties=species:S:1:pos:R:3 method="wB97M-V/def2-TZVPD" relative_energy_kj_mol=139.6 e_lumo_ev=-1.97 spin_multiplicity=1
C -3.23233 -2.72817 -0.50406
O -3.03415 -2.27173 -1.94537
C -1.85580 -1.89867 -2.40677
S -1.41448 -2.36273 -4.07857
C -0.93995 -4.07397 -3.89057
C 0.37695 -4.37123 -3.54060
C 0.68778 -5.67160 -3.13937
C -0.30150 -6.66108 -3.10880
C -1.60626 -6.34675 -3.50280
C -1.92874 -5.05585 -3.92038
O -2.59528 -2.31589 -4.91183
O -0.21965 -1.63521 -4.44056
S -0.88602 -0.59151 -1.67794
C -1.03499 0.77279 -2.84127
C 0.06653 1.22600 -3.57401
C -0.10360 2.25303 -4.50482
C -1.35718 2.83506 -4.70326
C -2.45210 2.35965 -3.97872
C -2.29765 1.33172 -3.04726
O -1.56390 -0.19016 -0.45675
O 0.50864 -0.97066 -1.64008
H -4.30884 -2.89819 -0.42794
H -2.66814 -3.65819 -0.36175
H -2.89216 -1.91865 0.14492
H 1.12657 -3.58145 -3.57419
H 1.71454 -5.90425 -2.86295
H -0.04931 -7.67937 -2.80691
H -2.38480 -7.10768 -3.50307
H -2.93054 -4.79792 -4.26212
H 1.04589 0.77289 -3.42613
H 0.75831 2.58640 -5.08208
H -1.48204 3.64243 -5.42679
H -3.44313 2.77992 -4.13880
H -3.15445 0.93928 -2.49821
C 0.70334 6.00478 -1.04844
N -0.48637 5.51952 -0.37952
C -1.69117 6.22766 -0.74785
C -2.86469 5.90338 0.16476
C -2.97352 4.39953 0.39508
C -1.67517 3.80939 0.84074
C -0.46240 4.48134 0.50383
C 0.74704 4.00895 1.07561
C 0.76977 2.85084 1.81563
C -0.39552 2.02405 1.93061
C -0.40550 0.72856 2.48881
C 0.71490 -0.08825 2.75597
C 0.61217 -1.15638 3.69490
C 1.70227 -1.90799 4.07925
C 2.99425 -1.59632 3.55505
N 4.10577 -2.20405 4.06286
C 5.42194 -1.99755 3.49140
C 4.03696 -3.34747 4.94463
C 2.81110 -3.32473 5.84467
C 1.54383 -3.03779 5.04765
C 3.08062 -0.63879 2.51011
C 1.97705 0.07231 2.10428
C -1.62353 2.59381 1.48483
H 1.53432 5.30389 -0.93407
H 0.50617 6.13471 -2.12506
H 1.00922 6.98620 -0.65392
H -1.47579 7.30759 -0.71626
H -1.94740 5.98276 -1.79657
H -2.72778 6.42148 1.12374
H -3.77996 6.27984 -0.29785
H -3.74348 4.19955 1.15006
H -3.29464 3.91096 -0.54059
H 1.66440 4.57410 0.91898
H 1.69347 2.55058 2.30276
H -1.37903 0.32670 2.76637
H -0.36166 -1.35682 4.14938
H 5.54948 -0.96940 3.14325
H 6.16993 -2.19585 4.26981
H 5.61520 -2.68457 2.65235
H 4.01996 -4.26914 4.33302
H 4.95675 -3.35322 5.54677
H 2.72647 -4.30029 6.32976
H 2.94245 -2.56070 6.62170
H 0.72452 -2.80257 5.73639
H 1.25369 -3.95553 4.50769
H 4.03568 -0.46171 2.02131
H 2.06265 0.76758 1.27296
H -2.54595 2.03078 1.64298

# 3
8
Properties=species:S:1:pos:R:3 method="wB97M-V/def2-TZVPD" total_charge=+1 relative_energy_kj_mol=317.6 e_lumo_ev=-6.36 spin_multiplicity=1
O 1.17461 0.83383 -2.30279
O 0.40534 -0.43061 -0.22912
O -1.07920 1.51523 -0.95641
F 0.08402 -1.66830 2.48546
P 0.24068 0.71914 -1.26134
H 0.31956 -2.09966 3.30025
H 0.18739 -1.13213 0.45211
H -1.33239 2.26251 -1.48816

# 4
13
Properties=species:S:1:pos:R:3 method="wB97M-V/def2-TZVPD" total_charge=+3 relative_energy_kj_mol=103.0 e_lumo_ev=-20.01 spin_multiplicity=1
In -3.53573 4.87560 0.46994
C 0.07437 -0.54767 -1.47569
C -0.63211 0.15936 -0.35756
O -1.59878 0.81048 -0.61733
N -0.09868 0.09639 0.86691
C 1.08682 -0.71712 1.18919
H 0.12684 -1.63416 -1.40586
H 1.10421 -0.20465 -1.57502
H -0.30213 -0.41238 -2.48962
H -0.52710 0.47357 1.70016
H 0.97775 -1.72193 0.78108
H 1.41141 -0.99630 2.19158
H 1.91315 -0.18123 0.72218

# 5
45
Properties=species:S:1:pos:R:3 method="wB97M-V/def2-TZVPD" total_charge=+2 relative_energy_kj_mol=0.0 e_lumo_ev="-6.54 / -8.64" spin_multiplicity=2
Ru -0.53742 0.18003 -0.31106
I 2.42174 -5.34720 2.97835
C 1.13961 -4.16711 1.94009
C 0.71631 -4.54767 0.65638
C -0.14957 -3.75525 -0.05642
I -0.80555 -4.32691 -1.91651
C -0.61429 -2.51886 0.51029
O -1.37799 -1.73020 -0.13814
C -0.20691 -2.16856 1.84775
C -0.83722 -0.95008 2.44711
N -0.45619 0.31500 1.75097
C -1.40174 1.39711 2.12487
C -1.22521 2.55736 1.20480
C -1.24660 3.87142 1.62328
C -1.09529 4.87943 0.68312
C -0.91542 4.53956 -0.64498
C -0.88696 3.20261 -0.98702
N -1.04941 2.21712 -0.09071
C 0.65764 -2.96975 2.52984
H 1.07795 -5.47731 0.23802
H -0.61845 -0.88212 3.51373
H -1.91936 -1.03871 2.33603
H 0.47675 0.57921 2.05839
H -1.31439 1.68246 3.17382
H -2.40442 0.98806 1.97528
H -1.38462 4.10411 2.67023
H -1.11116 5.91717 0.98781
H -0.79073 5.29370 -1.40855
H -0.74381 2.90133 -2.01526
H 0.96016 -2.72104 3.53949
N -0.82640 -0.00424 -2.36206
C 0.25726 -0.55303 -3.22664
C 1.59738 0.09863 -2.94895
C 2.26222 -0.38498 -1.67311
N 1.63052 0.21165 -0.46450
H -1.62130 -0.64092 -2.44044
H -1.14976 0.86714 -2.77495
H -0.02764 -0.43556 -4.27203
H 0.30843 -1.62420 -3.02226
H 1.50378 1.19097 -2.93138
H 2.26136 -0.11792 -3.78700
H 3.32582 -0.14546 -1.67667
H 2.17202 -1.47002 -1.58586
H 1.90127 1.19319 -0.41782
H 2.04754 -0.21017 0.36267

# 6
80
Properties=species:S:1:pos:R:3 method="wB97M-V/def2-TZVPD" relative_energy_kj_mol=0.0 e_lumo_ev=0.22 spin_multiplicity=1
C 1.04069 -0.02693 -1.21454
C -0.09766 -0.78299 -0.51752
O -0.72087 -1.53735 -1.54781
C 0.05755 -1.49947 -2.63230
O -0.16811 -2.17039 -3.61804
O 1.07826 -0.63845 -2.46789
H 1.97827 -0.05782 -0.65688
H 0.88408 1.05168 -1.14389
H -0.82312 -0.06522 -0.14007
H 0.31240 -1.41699 0.26785
C 6.58644 0.36601 2.52768
C 5.26761 0.29233 3.28098
O 4.35584 0.14583 2.18370
C 4.97948 0.12860 0.99210
O 4.40925 -0.09184 -0.04196
O 6.29043 0.36810 1.14563
H 7.26938 -0.43844 2.80263
H 7.09413 1.28502 2.82137
H 5.07974 1.23553 3.79089
H 5.36630 -0.50241 4.02030
C -4.64679 -3.68875 -0.68271
C -4.57687 -2.23588 -1.09148
O -3.42383 -1.75955 -0.39642
C -3.29031 -2.56626 0.68700
O -2.65127 -2.26751 1.66189
O -4.13709 -3.61464 0.60679
H -4.08148 -4.25271 -1.42769
H -5.64797 -4.11448 -0.63047
H -5.43847 -1.71240 -0.67594
H -4.48419 -2.11333 -2.16915
C -3.52843 0.91155 -2.35785
S -5.17173 1.00923 -1.55469
O -5.37929 2.42781 -1.02345
C -6.24846 0.98379 -3.08423
H -3.45352 1.58465 -3.21172
H -3.53974 -0.13987 -2.64362
H -2.78062 1.21582 -1.62706
H -6.28045 0.04582 -3.63663
H -5.99769 1.85520 -3.68637
H -7.18642 1.12678 -2.54755
C 2.69499 -3.31749 1.84747
S 2.22786 -2.10256 3.21087
O 0.80448 -1.72825 2.96451
C 2.37928 -3.45004 4.46238
H 3.78383 -3.26996 1.83040
H 2.20935 -2.92193 0.95664
H 2.38521 -4.35141 1.99017
H 1.92229 -3.20007 5.42038
H 3.45093 -3.51153 4.65849
H 1.98426 -4.41916 4.16236
C 0.59274 0.35075 -6.25701
S -0.86256 0.80927 -5.22936
O -1.09977 2.25935 -5.66058
C -2.11719 -0.26621 -5.96236
H 1.41174 0.81721 -5.71019
H 0.51481 0.84107 -7.22750
H 0.81918 -0.70292 -6.41568
H -1.71915 -1.27937 -6.00379
H -2.19706 0.20643 -6.94131
H -2.98948 -0.24464 -5.31205
C 3.87680 4.23564 3.79830
S 4.11765 3.98443 1.94317
O 5.33454 3.06122 1.95107
C 2.67370 2.91326 1.57627
H 3.09845 4.97967 3.96160
H 4.81244 4.69150 4.12495
H 3.86713 3.26898 4.29883
H 2.87784 2.43107 0.62052
H 1.77806 3.51404 1.41333
H 2.43804 2.17932 2.34549
C -1.16644 0.98661 3.22202
S -1.23244 2.41934 2.10152
O -0.36740 2.03496 0.89726
C -3.00311 2.14061 1.66126
H -1.54902 1.08277 4.23862
H -0.13460 0.64426 3.27842
H -1.84577 0.27144 2.75758
H -2.98869 1.19524 1.11900
H -3.39091 2.94583 1.03680
H -3.68746 2.16122 2.50929

# 7
36
Properties=species:S:1:pos:R:3 method="wB97M-V/def2-TZVPD" smiles="CC(C)Nc1nnc(SCC(=O)Nc2ccc(F)cc2)s1" relative_energy_kj_mol=0.0 e_lumo_ev=0.45 spin_multiplicity=1
C 4.33106 -1.74514 -1.91521
H 4.87180 -1.67359 -2.85431
C 2.86812 -2.07870 -2.17955
N 2.15561 -2.07721 -0.91760
C 0.84690 -1.84983 -0.78690
N 0.18795 -2.02441 0.32035
N -1.07731 -1.65453 0.24999
C -1.44351 -1.21416 -0.89415
S -3.05406 -0.63457 -1.23262
C -2.61533 1.06902 -1.74202
H -3.54274 1.63997 -1.68549
H -2.26158 1.06193 -2.77356
C -1.54547 1.70472 -0.85714
O -0.68325 2.40080 -1.34230
N -1.68540 1.41154 0.45791
C -0.79189 1.68086 1.50076
C -0.94958 0.96318 2.68504
C -0.09802 1.17800 3.74999
C 0.91059 2.11594 3.61783
C 1.08552 2.83697 2.45161
C 0.22909 2.61975 1.38797
H 0.35448 3.16728 0.46916
H 1.88268 3.55975 2.38153
F 1.74746 2.33061 4.65661
H -0.20453 0.62725 4.67066
H -1.73197 0.22320 2.76221
H -2.42295 0.75827 0.69985
S -0.13915 -1.20632 -2.10120
H 2.59586 -2.53347 -0.13199
C 2.71844 -3.42544 -2.88970
H 1.66794 -3.65089 -3.05872
H 3.15221 -4.22066 -2.28725
H 3.22447 -3.39919 -3.85038
H 2.42109 -1.29228 -2.79977
H 4.41471 -0.79599 -1.39221
H 4.79285 -2.52145 -1.30874

# 8
47
Properties=species:S:1:pos:R:3 method="wB97M-V/def2-TZVPD" total_charge=+1 relative_energy_kj_mol=490.2 e_lumo_ev=-4.29 spin_multiplicity=1
N 2.74553 -1.20071 4.00438
N 1.48787 -0.64705 3.77909
C 0.38628 -1.31585 2.96899
N -0.91069 -0.49539 2.90503
C -0.47701 0.70556 3.72220
N -1.32045 1.76781 3.97562
I -3.22372 1.66619 3.11457
N 0.97465 0.59525 4.21570
C 1.70384 1.67573 5.03527
C 3.12346 2.01690 4.26146
F 3.74504 3.30048 4.66328
H 3.23226 -1.45150 3.11444
H 2.56365 -2.05172 4.59801
H 0.56896 -2.36033 2.45612
H -1.05793 2.61640 4.54387
H 1.09453 2.68468 5.07961
H 1.83275 1.27883 6.12853
H 2.88324 1.96863 3.09819
H 3.92283 1.15061 4.45057
C -1.84735 -1.32247 -0.12423
C -1.14121 -2.11006 -0.93774
C -1.76706 -2.75601 -2.12462
O -1.08820 -3.45932 -2.86457
C -3.20037 -2.52252 -2.36059
C -3.90712 -1.73768 -1.54500
C -3.27478 -1.06998 -0.37434
O -3.94613 -0.33953 0.34671
O -5.25514 -1.51613 -1.75935
O 0.20027 -2.35415 -0.70756
H -1.40460 -0.84485 0.74074
H -3.64675 -3.01231 -3.21651
H -5.53879 -0.91470 -1.03664
H 0.48521 -2.95067 -1.43368
C 0.04132 1.77115 -3.24187
C 1.21913 2.30563 -3.57020
C 2.11824 1.64847 -4.55882
O 3.18604 2.17319 -4.85461
C 1.68141 0.37202 -5.14572
C 0.50511 -0.16403 -4.81465
C -0.40570 0.50714 -3.84713
O -1.48873 -0.00079 -3.57655
O 0.08957 -1.36474 -5.36036
O 1.64720 3.49210 -3.00348
H -0.62305 2.23928 -2.52647
H 2.35233 -0.10394 -5.84933
H -0.79227 -1.53963 -4.96506
H 2.52627 3.66995 -3.40334

# 9
23
Properties=species:S:1:pos:R:3 method="wB97M-V/def2-TZVPD" total_charge=+4 relative_energy_kj_mol=100.3 e_lumo_ev="-17.35 / -21.25" spin_multiplicity=9
O 2.10861 2.18043 0.36185
C 2.42571 1.01025 -0.02954
O 2.22019 -0.01772 0.74436
C 0.88272 -0.33068 1.23730
C 0.29937 -1.48608 0.45138
C -0.23083 -1.15568 -0.94331
C -1.18832 0.00629 -1.01593
O -2.32284 -0.29878 -0.10456
C -3.23991 0.53784 0.10112
O -3.23358 1.68083 -0.48553
O -4.19904 0.21867 0.87588
H 0.29196 0.58898 1.18054
H 1.07331 -0.63136 2.27227
H -0.50474 -1.90331 1.07510
H 1.06250 -2.27085 0.36432
H -0.71950 -2.04091 -1.37015
H 0.59482 -0.91616 -1.62943
H -1.60954 0.12078 -2.02053
H -0.76166 0.95575 -0.67105
H -4.90601 0.88231 0.97784
Gd 5.13993 -0.78229 -0.92797
O 3.63818 1.07672 -0.45843
H 3.17865 2.57499 0.01447

# 10
65
Properties=species:S:1:pos:R:3 method="wB97M-V/def2-TZVPD" total_charge=+1 e_lumo_ev=-3.75 spin_multiplicity=1
N -16.92313 -24.00455 9.96378
H -17.00057 -23.70467 9.00243
H -17.73649 -24.59353 10.07163
H -16.88370 -23.20839 10.58400
H -16.11245 -24.60660 9.98472
N -27.05855 -23.52518 8.70538
H -28.03661 -23.27353 8.69237
H -27.05454 -23.90846 7.77094
H -26.70503 -24.14919 9.41652
H -26.56582 -22.64432 8.66785
N -22.60281 -25.51993 12.05333
O -21.72833 -26.18572 12.51869
O -22.25883 -24.60120 11.27745
O -23.82451 -25.81982 12.10554
C -26.98402 -16.96980 11.43839
C -27.10967 -17.97951 10.29163
C -28.06303 -17.37305 9.26624
O -28.31259 -18.25152 8.20941
C -28.43727 -17.55125 6.93624
N -25.86546 -18.39128 9.77370
H -27.75464 -16.20378 11.35193
H -25.93826 -16.67771 11.53416
H -27.23616 -17.47625 12.37007
H -27.54062 -18.89198 10.70367
H -27.64738 -16.45716 8.84615
H -29.08990 -17.18229 9.57808
H -28.98625 -18.19994 6.25367
H -27.47193 -17.22285 6.55105
H -29.04717 -16.65685 7.06348
H -25.49450 -17.51409 9.43754
H -25.15575 -18.63635 10.44923
C -22.33596 -23.39849 18.79438
C -20.96205 -22.66850 19.16551
C -20.24482 -23.12421 20.36145
O -20.27000 -24.55494 20.41466
C -19.82218 -25.16776 21.68072
N -20.21120 -22.95971 18.01613
H -23.01065 -23.07711 19.58786
H -22.23250 -24.48205 18.85177
H -22.77594 -22.92095 17.91889
H -21.21865 -21.61034 19.11490
H -20.83876 -22.79154 21.21272
H -19.30654 -22.57022 20.39040
H -18.79019 -25.03300 22.00468
H -19.95556 -26.23273 21.49063
H -20.46583 -24.87590 22.51056
H -20.47215 -23.91433 17.81442
H -19.25966 -23.08917 18.32904
C -17.77257 -30.63281 17.25867
C -17.37617 -29.20327 16.73860
C -16.39779 -28.57926 17.72131
O -16.01142 -27.19005 17.45806
C -15.03116 -26.61748 18.33491
N -16.74301 -29.27997 15.39903
H -18.43875 -31.11874 16.54580
H -18.15020 -30.53654 18.27662
H -16.88070 -31.24627 17.13085
H -18.23879 -28.54121 16.81411
H -15.46836 -29.14815 17.69670
H -16.62344 -28.60283 18.78744
H -14.01276 -26.92187 18.09347
H -15.38296 -26.61744 19.36657
H -15.05186 -25.54433 18.14514
H -17.33933 -29.71067 14.70694
H -17.01038 -28.35681 15.08860

# 11
27
Properties=species:S:1:pos:R:3 method="wB97M-V/def2-TZVPD" smiles=Cc1ccc(O)cc1.CCC relative_energy_kj_mol=133.6 e_lumo_ev=0.88 spin_multiplicity=1
C -2.08199 -1.54801 -0.92082
C -2.66932 -0.13318 -0.97690
C -1.82842 -2.05787 0.49106
H -2.85839 -2.18066 -1.33410
H -1.25387 -1.58693 -1.60177
H -3.49791 0.02937 -0.29356
H -3.14033 -0.02950 -1.97172
H -1.54678 -1.30342 1.22118
H -2.69031 -2.61614 0.86767
H -1.94041 0.65479 -1.12611
H -1.08906 -2.86925 0.50519
C 2.56588 -1.06676 1.50160
C 1.61341 2.44273 0.43293
C 0.76635 2.20752 -0.63158
C 2.13905 1.40113 1.18256
C 1.82432 0.08441 0.84228
C 0.57937 0.89535 -1.04100
C 1.02843 -0.16609 -0.27242
O 0.15633 3.18451 -1.37404
H 1.90198 3.44543 0.69912
H 2.73839 1.56743 2.06674
H -0.05159 0.75918 -1.89130
H 0.48924 4.03742 -1.04597
H 2.82388 -1.78818 0.73634
H 1.94667 -1.47913 2.30931
H 0.69068 -1.16770 -0.49460
H 3.38437 -0.71646 2.11993

# 12
14
Properties=species:S:1:pos:R:3 method="wB97M-V/def2-TZVPD" relative_energy_kj_mol=606.6 e_lumo_ev="-1.79 / -1.58" spin_multiplicity=1
C -2.02065 -0.43353 1.18489
C -0.72438 -0.34705 1.34212
C 0.08780 0.17258 -0.93845
C 0.48657 -0.50348 0.43804
O -3.32547 -2.01627 -0.50604
O -4.64488 1.83947 0.12135
S -3.00806 -0.61598 -0.14785
S -4.90811 0.39354 -0.04461
H -0.41145 -0.24321 2.36611
H 0.95054 0.36881 -1.50346
H -0.29632 1.16301 -0.67248
H -0.58420 -0.45427 -1.52402
H 1.20531 0.15414 0.97734
H 0.76804 -1.60545 0.29108